Entry 1:
59
Properties=species:S:1:pos:R:3 method="wB97M-V/def2-TZVPD" homo_lumo_gap_ev="6.84 / 6.86" spin_multiplicity=5 total_charge=0 lumo_energy_ev="-1.10 / -1.79" s_squared=6.022
Co 0.59 1.92 -0.40
Cl 4.75 2.55 4.89
C 4.11 2.30 3.31
C 5.01 2.25 2.19
Cl 6.69 2.40 2.46
C 4.53 2.07 0.92
Cl 5.57 1.99 -0.44
C 3.14 1.93 0.69
O 2.63 1.76 -0.45
C 2.22 1.97 1.84
O 0.99 1.82 1.61
C 2.76 2.17 3.14
Cl 1.65 2.22 4.46
C -4.09 0.07 1.31
C -3.65 1.20 0.38
C -4.24 0.99 -1.02
C -4.10 2.54 0.94
N -2.17 1.14 0.36
N -1.54 2.23 -0.31
H -5.18 0.04 1.38
H -3.67 0.22 2.30
H -3.75 -0.89 0.93
H -5.33 1.05 -1.00
H -3.96 0.00 -1.41
H -3.88 1.75 -1.72
H -5.18 2.53 1.10
H -3.87 3.37 0.26
H -3.61 2.74 1.90
H -1.88 0.30 -0.13
H -1.67 3.08 0.22
H -1.92 2.40 -1.24
F 0.71 4.08 -0.04
B 0.26 4.50 -1.35
F -1.09 4.83 -1.27
F 1.05 5.48 -1.86
F 0.38 3.27 -2.13
C 0.72 -6.25 0.08
C 0.74 -4.82 -0.39
C 0.70 -3.77 0.51
C 0.70 -2.45 0.10
C 0.73 -1.36 1.14
C 0.75 -2.18 -1.29
C 0.72 -0.84 -1.82
O 0.26 0.15 -1.26
C 0.83 -3.24 -2.22
C 0.92 -3.00 -3.72
C 0.82 -4.54 -1.76
H 0.87 -6.31 1.16
H 1.49 -6.84 -0.41
H -0.25 -6.71 -0.15
H 0.69 -3.98 1.58
H 0.96 -1.78 2.12
H -0.22 -0.83 1.23
H 1.48 -0.61 0.91
H 1.13 -0.69 -2.82
H 0.07 -2.43 -4.09
H 0.93 -3.95 -4.24
H 1.83 -2.46 -3.98
H 0.87 -5.36 -2.47


Entry 2:
50
Properties=species:S:1:pos:R:3 method="wB97M-V/def2-TZVPD" homo_lumo_gap_ev="7.39 / 4.06" spin_multiplicity=5 total_charge=+1 lumo_energy_ev="-2.83 / -6.93" s_squared=6.094 relative_energy_ev=1.8205
C 0.13 3.08 -2.61
C -0.16 2.33 -1.48
C -0.76 1.05 -1.71
C -0.35 0.36 -2.87
C -0.01 1.09 -4.01
C 0.12 2.49 -3.88
C -0.21 -1.10 -2.68
C -1.41 -1.61 -2.00
C -1.79 -0.85 -0.87
C -2.30 -1.57 0.26
C -2.99 -2.75 0.00
C -2.96 -3.32 -1.28
C -2.10 -2.79 -2.27
H 0.36 4.15 -2.49
H 0.13 0.59 -4.97
H 0.26 3.10 -4.77
H 0.04 -1.65 -3.60
H -3.57 -3.21 0.81
H -3.58 -4.19 -1.51
H -1.95 -3.31 -3.22
N -1.62 0.50 -0.81
Rh 1.54 -0.63 0.38
C 0.19 2.71 -0.07
H -0.70 2.59 0.57
H 0.54 3.75 -0.03
C -2.01 -1.03 1.63
H -2.32 0.03 1.66
H -2.54 -1.61 2.40
P 1.53 1.58 0.68
P -0.15 -1.04 2.03
C 0.03 -2.71 2.74
H 1.03 -2.80 3.17
H -0.72 -2.90 3.52
H -0.07 -3.45 1.94
C -0.18 -0.01 3.55
H -0.73 -0.54 4.35
H 0.84 0.17 3.89
H -0.68 0.94 3.36
C 3.00 2.13 -0.26
H 3.06 3.23 -0.32
H 3.89 1.74 0.24
H 2.94 1.72 -1.27
C 1.80 2.39 2.31
H 2.59 1.85 2.85
H 2.12 3.44 2.17
H 0.89 2.38 2.91
C 2.97 -0.94 1.52
O 3.88 -1.15 2.20
H 0.66 -1.21 -1.84
Br 1.30 -3.01 -0.36


no.,electronic energy (eV)
1,-129522.762
2,-116287.426